(1)
This record from the OMol25 dataset describes the molecule C6H12N2 in a non-equilibrium geometry. The level of theory is wB97M-V/def2-TZVPD.

Each line ends with the Mulliken charge.
Cartesian coordinates (Å):
C: 0.3690 1.0165 -1.7435  -1.083
C: 2.1335 -1.3032 -0.0961  -1.076
C: -2.2394 -0.3457 1.0404  -1.390
N: 0.0582 -0.1129 -0.8686  -0.251
C: 0.9258 -0.4786 0.2363  0.577
C: -1.1117 0.6030 0.7453  1.112
C: 0.4434 -0.0531 1.4047  -0.961
N: -1.3329 1.8621 0.7245  -0.809
H: -0.6860 -0.7379 -1.1693  0.309
H: -0.4875 2.3918 0.5041  0.262
H: 0.8249 -0.4624 2.3364  0.333
H: 1.0564 1.7079 -1.2520  0.315
H: -0.5456 1.5600 -1.9913  0.410
H: 0.8541 0.6515 -2.6496  0.331
H: 1.8568 -2.2224 -0.6271  0.279
H: 2.8375 -0.7521 -0.7293  0.269
H: 2.6457 -1.5923 0.8250  0.356
H: -1.8845 -1.3011 1.4272  0.344
H: -2.7986 -0.5374 0.1187  0.273
H: -2.9188 0.1064 1.7639  0.400

Output
Molar mass in g/mol: 112.176
E_HOMO in Eh: -0.29970
Orbital gap in eV: 9.02
SMILES string: [H]/N=C(C)\C=C(\C)NC
Calculated total energy in eV: -9393.4044
LUMO level in eV: 0.868
Energy above the lowest of the compared OMol25 structures with the same formula, charge and spin in eV: 3.445

---

(2)
This record from the OMol25 dataset describes C2H5O3PS as an isolated structure in a non-equilibrium geometry. The level of theory is wB97M-V/def2-TZVPD.

Each line ends with the Mulliken charge.
Cartesian coordinates (Å):
C: 1.1943 0.2993 -0.5081  -0.682
C: 0.2047 -1.0559 0.1405  -0.538
O: -2.2770 -0.8213 0.9258  -0.576
O: -1.8866 -0.4207 -1.4396  -0.552
O: -1.0913 1.2079 0.2567  -0.252
P: 0.3496 1.8720 0.0447  0.109
S: -1.4168 -0.3718 -0.1132  1.099
H: 2.2489 0.3430 -0.1233  0.369
H: 1.0492 0.1641 -1.6039  0.331
H: 0.4309 -2.1363 -0.2743  0.336
H: 0.4023 -1.1050 1.2530  0.320
H: 0.7917 2.0249 1.4416  0.036

Output
Molar mass in g/mol: 140.100
E_HOMO in Eh: -0.34729
Orbital gap in eV: 10.03
Calculated total energy in eV: -28419.9110
LUMO level in eV: 0.578
Energy above the lowest of the compared OMol25 structures with the same formula, charge and spin in eV: 3.113

---

(3)
This record from the OMol25 dataset describes the molecule C17H27NO2 in a non-equilibrium geometry. The level of theory is wB97M-V/def2-TZVPD.

Each line ends with the Mulliken charge.
Cartesian coordinates (Å):
C: 0.2770 4.2064 3.8907  -0.992
O: -0.1731 3.1366 2.9661  -0.309
C: 0.8282 2.1393 2.5987  2.126
C: 2.0565 2.2396 3.1212  -0.493
C: 2.8184 1.3690 2.7290  -0.589
C: 2.4212 0.1976 2.1322  -0.532
C: 1.0586 0.1366 1.7677  -0.460
C: 0.3775 1.2942 1.8522  -0.237
O: -0.8904 1.1677 1.4148  -0.358
C: -1.7462 2.2285 1.0779  -0.880
H: -0.8917 2.9068 0.6183  0.304
H: -2.3604 1.9817 0.4774  0.530
H: -2.2670 2.8373 1.9154  0.137
C: 0.7838 -1.0090 0.6838  -1.137
N: 0.7773 -0.3665 -0.7721  -0.378
H: 1.6815 -0.3636 -0.8328  0.320
C: -0.0940 -1.3486 -1.6389  0.422
C: 0.7071 -1.2097 -2.9292  -2.068
H: 1.8581 -1.6853 -3.0589  0.189
C: 0.0647 -1.9050 -4.1061  -0.393
H: -0.7872 -1.1125 -4.4866  0.251
C: -0.3326 -3.3407 -3.7648  -0.453
H: 0.1417 -4.0102 -4.6475  0.230
H: -0.0443 -3.6974 -2.8156  0.482
C: -1.7078 -3.3453 -4.1929  -1.108
H: -2.1550 -4.5063 -3.7116  0.275
C: -2.9662 -2.3714 -3.3013  -1.024
C: -2.2476 -2.1834 -1.9019  -0.845
H: -2.0468 -3.0513 -1.2425  0.369
H: -3.3761 -1.9217 -1.2919  0.329
C: -1.2967 -0.9779 -1.7044  0.718
H: -1.5682 -0.0833 -2.4725  0.156
H: -1.5851 -0.5510 -0.7056  -0.183
H: -2.9240 -1.4213 -3.8519  0.312
H: -3.8679 -2.7806 -3.2753  0.621
H: -2.0618 -3.5760 -5.0986  0.521
H: 0.7638 -1.6811 -5.1895  0.310
H: 0.8441 -0.3221 -3.0327  0.978
H: 0.2144 -2.4127 -1.2934  0.203
H: -0.1942 -1.2270 1.0695  0.459
H: 1.1972 -1.9822 0.8769  0.715
H: 3.2085 -0.7555 2.0502  0.179
H: 3.9473 1.2783 3.2955  0.097
H: 2.3329 3.0996 3.8646  0.243
H: 1.2121 4.9554 3.4167  0.296
H: -0.6555 4.8807 3.8714  0.223
H: 0.5179 3.9229 4.8288  0.441

Output
Molar mass in g/mol: 277.408
E_HOMO in Eh: -0.30861
Orbital gap in eV: 9.25
SMILES string: COc1cccc(CNC2CCCCCCC2)c1OC
Calculated total energy in eV: -23635.2921
LUMO level in eV: 0.849
Energy above the lowest of the compared OMol25 structures with the same formula, charge and spin in eV: 17.918